Here is a cluster of 2 separate species, C5H8O2 in total at a distorted geometry from OMol25. Energies are from ωB97M-V with the def2-TZVPD basis set.

Last column: Löwdin charge in e.
Positions of all 15 atoms, in Å:
1 C -0.16541 0.71491 0.32037  -0.221
2 C 0.02710 -0.59077 -0.06878  -0.141
3 C -0.71592 0.31096 -1.02075  -0.089
4 C -1.53040 0.16850 1.50516  -0.003
5 C 2.03672 -0.21013 -0.47522  -0.353
6 O 2.60270 -0.81061 -1.57728  0.053
7 O 2.72931 0.40497 0.29649  0.071
8 H 1.89678 -1.14135 -2.15085  0.096
9 H 0.41581 1.49152 0.79286  0.129
10 H 0.00207 -1.60773 0.28618  0.119
11 H -0.20279 0.65306 -1.91060  0.094
12 H -1.78998 0.20976 -1.13506  0.096
13 H -2.07955 1.10833 1.52656  0.042
14 H -2.19347 -0.62752 1.17065  0.054
15 H -1.03297 -0.07390 2.44027  0.051

Computed properties:
**HOMO level**: -8.44 eV
**M**: 100.117 g mol⁻¹
**Strongest force on any atom**: 7.3 eV Å⁻¹
**Calculated total energy**: -345.6213 Eh
**LUMO energy**: 0.65 eV

Here is an isolated molecule of C5H8O2 from OMol25. Energies are from ωB97M-V with the def2-TZVPD basis set.

Last column: Löwdin charge in e.
Positions of all 15 atoms, in Å:
1 C 0.33518 -1.19935 -1.34492  0.070
2 C 0.50746 -0.46167 -0.25516  -0.272
3 C 1.82638 -0.16675 0.43170  -0.033
4 C -0.67105 0.18548 0.40369  -0.493
5 O -1.27957 -0.61764 1.35575  0.073
6 C -1.43072 1.33155 -0.09286  -0.074
7 O -0.26277 1.54599 0.66990  -0.008
8 H 1.16360 -1.57232 -1.93823  0.067
9 H -0.66994 -1.45081 -1.67166  0.071
10 H 2.59236 0.14857 -0.28268  0.085
11 H 2.19501 -1.05095 0.96370  0.086
12 H 1.70873 0.63744 1.16287  0.078
13 H -2.23721 -0.56354 1.22282  0.110
14 H -1.48571 1.62164 -1.13800  0.121
15 H -2.29175 1.61237 0.51308  0.119

Computed properties:
**HOMO level**: -9.61 eV
**M**: 100.117 g mol⁻¹
**Strongest force on any atom**: 0.8 eV Å⁻¹
**Calculated total energy**: -345.7151 Eh
**SMILES**: C=C(C)[C@]1(O)CO1
**LUMO energy**: 0.78 eV

Here is an isolated molecule of C5H8O2 at a distorted geometry from OMol25. Energies are from ωB97M-V with the def2-TZVPD basis set.

Last column: Löwdin charge in e.
Positions of all 15 atoms, in Å:
1 C 0.25100 1.44756 0.49063  -0.173
2 O 1.40102 1.10515 -0.23633  -0.093
3 C 1.41309 -0.35109 -0.33709  -0.552
4 C -0.07828 -0.65547 -0.82209  -0.037
5 C -0.85430 0.52042 -0.00851  -0.193
6 C -1.18457 -0.67915 0.65199  0.105
7 O 1.64737 -0.96623 0.79169  -0.151
8 H -0.00731 2.49410 0.29288  0.128
9 H 0.40206 1.31537 1.57403  0.132
10 H 2.09053 -0.57175 -1.19080  0.145
11 H -0.20069 -1.73619 -0.61132  0.156
12 H -0.38841 -0.53222 -1.86588  0.140
13 H -1.61124 0.96563 -0.65550  0.152
14 H -0.68935 -1.27906 1.41564  0.126
15 H -2.19093 -1.07706 0.51064  0.116

Computed properties:
**HOMO level**: -7.87 eV
**M**: 100.117 g mol⁻¹
**Strongest force on any atom**: 2.0 eV Å⁻¹
**Calculated total energy**: -345.6322 Eh
**LUMO energy**: -0.16 eV

Here is a structure of composition C5H8O2 from OMol25. Energies are from ωB97M-V with the def2-TZVPD basis set.

Last column: Löwdin charge in e.
Positions of all 15 atoms, in Å:
1 C 1.83909 -0.12354 0.65277  0.014
2 C 0.58258 0.11910 -0.11564  -0.426
3 C -0.11106 -0.84806 -1.03768  0.030
4 C -0.86124 -0.19454 0.10030  -0.414
5 O -1.44750 -0.87120 1.15116  0.051
6 C -1.10795 1.26439 -0.23992  -0.081
7 O 0.29394 1.46072 -0.52603  -0.040
8 H 2.71055 0.13242 0.04001  0.089
9 H 1.91338 -1.17801 0.93435  0.090
10 H 1.86292 0.48856 1.55949  0.088
11 H -0.29928 -0.57656 -2.07570  0.116
12 H 0.13171 -1.89260 -0.85591  0.119
13 H -2.34130 -1.12061 0.88478  0.109
14 H -1.74485 1.48966 -1.10424  0.124
15 H -1.42099 1.85028 0.63226  0.131

Computed properties:
**HOMO level**: -9.20 eV
**M**: 100.117 g mol⁻¹
**Strongest force on any atom**: 0.3 eV Å⁻¹
**Calculated total energy**: -345.7155 Eh
**LUMO energy**: 0.77 eV

Here is a structure of composition C5H8O2 from OMol25. Energies are from ωB97M-V with the def2-TZVPD basis set.

Last column: Löwdin charge in e.
Positions of all 15 atoms, in Å:
1 O -2.48905 1.55798 -0.25011  -0.063
2 C 0.03435 0.27174 -1.89623  0.065
3 C 0.16351 -0.11466 -0.63493  -0.356
4 O -0.65521 -1.00424 0.05285  0.001
5 C 0.04087 -0.68528 1.27649  -0.210
6 C 1.45842 -1.10861 1.17171  -0.033
7 C 1.00956 0.20367 0.54923  -0.110
8 H -2.53166 0.59612 -0.32181  0.025
9 H -0.74734 -0.14260 -2.52515  0.075
10 H 0.72322 0.99497 -2.31620  0.068
11 H -1.70593 1.76599 -0.77499  0.012
12 H -0.55232 -0.54043 2.17112  0.154
13 H 1.72281 -1.95326 0.54015  0.119
14 H 2.05575 -0.98985 2.07220  0.113
15 H 1.42315 1.16877 0.81262  0.141

Computed properties:
**HOMO level**: -9.17 eV
**M**: 100.117 g mol⁻¹
**Strongest force on any atom**: 0.4 eV Å⁻¹
**Calculated total energy**: -345.6995 Eh
**LUMO energy**: 0.94 eV

Here is a cluster of 2 separate species, C5H8O2 in total from OMol25. Energies are from ωB97M-V with the def2-TZVPD basis set.

Last column: Löwdin charge in e.
Positions of all 15 atoms, in Å:
1 C -1.52295 -0.70184 -0.30729  0.112
2 C -0.36505 -0.06699 -0.45253  -0.233
3 C 0.61366 0.20670 -1.58614  -0.121
4 C 1.37145 1.21200 -0.67078  -0.073
5 C 0.41894 0.81697 0.46722  -0.354
6 O 0.35106 1.08669 1.64335  0.096
7 H -2.03081 -0.72078 0.65336  0.068
8 H -1.97297 -1.24167 -1.13454  0.076
9 H 1.21732 -0.66185 -1.86538  0.112
10 H 0.16459 0.63462 -2.48561  0.112
11 H 1.27084 2.26106 -0.96548  0.119
12 H 2.42661 0.99904 -0.46799  0.118
13 O -0.93293 -1.42420 2.62910  -0.078
14 H -0.60374 -0.51174 2.58300  0.009
15 H -0.40603 -1.88801 1.95970  0.036

Computed properties:
**HOMO level**: -10.05 eV
**M**: 100.117 g mol⁻¹
**Strongest force on any atom**: 0.6 eV Å⁻¹
**Calculated total energy**: -345.7474 Eh
**SMILES**: C=C1CCC1=O.O
**LUMO energy**: -0.17 eV

Here is a structure of composition C5H8O2 at a distorted geometry from OMol25. Energies are from ωB97M-V with the def2-TZVPD basis set.

Last column: Löwdin charge in e.
Positions of all 15 atoms, in Å:
1 O 2.23010 -1.00906 0.91700  -0.060
2 C 0.88725 0.67579 0.67048  -0.102
3 C 0.50611 0.59264 -0.78880  -0.060
4 C -0.76401 -0.09224 -0.25667  -0.461
5 C -2.13204 0.04340 -0.72719  -0.074
6 O -1.40403 -1.17883 -0.88905  -0.004
7 C -0.20061 0.00429 1.11870  -0.035
8 H 2.43348 -1.24222 0.00548  0.055
9 H 1.64379 1.29274 1.13772  0.120
10 H 1.10077 -0.00426 -1.49182  0.120
11 H 0.35421 1.59049 -1.20459  0.117
12 H -2.94973 -0.00115 -0.00834  0.115
13 H -2.33933 0.60397 -1.63762  0.114
14 H 1.26445 -1.18862 1.04805  0.041
15 H -0.63041 -0.08693 2.10663  0.113

Computed properties:
**HOMO level**: -8.93 eV
**M**: 100.117 g mol⁻¹
**Strongest force on any atom**: 1.5 eV Å⁻¹
**Calculated total energy**: -345.6568 Eh
**LUMO energy**: 0.85 eV

Here is an isolated molecule of C5H8O2 from OMol25. Energies are from ωB97M-V with the def2-TZVPD basis set.

Last column: Löwdin charge in e.
Positions of all 15 atoms, in Å:
1 C 1.74249 -0.61375 0.33937  -0.046
2 C 0.41273 0.10275 0.53929  -0.238
3 C -1.01722 -0.53905 0.33890  -0.266
4 O -1.11125 -1.57446 -0.59042  -0.011
5 C -1.44290 0.82202 -0.27174  -0.159
6 O -0.77786 0.78351 -1.53164  -0.020
7 C -0.04396 1.23680 -0.37189  -0.174
8 H 2.45512 0.04834 -0.16844  0.078
9 H 1.62909 -1.52292 -0.25719  0.077
10 H 2.20093 -0.88235 1.29886  0.073
11 H 0.37035 0.52602 1.55257  0.144
12 H -1.51327 -0.86045 1.25673  0.148
13 H -0.97973 -1.12809 -1.44718  0.096
14 H -2.35394 1.40321 -0.16080  0.150
15 H 0.42941 2.19842 -0.52643  0.148

Computed properties:
**HOMO level**: -9.74 eV
**M**: 100.117 g mol⁻¹
**Strongest force on any atom**: 0.4 eV Å⁻¹
**Calculated total energy**: -345.7102 Eh
**SMILES**: C[C@@H]1[C@H](O)[C@@H]2O[C@H]12
**LUMO energy**: 1.01 eV

Here is a structure of composition C5H8O2 at a distorted geometry from OMol25. Energies are from ωB97M-V with the def2-TZVPD basis set.

Last column: Löwdin charge in e.
Positions of all 15 atoms, in Å:
1 O -1.49389 1.31678 0.33742  -0.037
2 C -1.10352 -0.04642 0.51594  -0.306
3 C -0.67801 -0.74048 -0.81522  -0.056
4 C 0.65714 -0.11085 -0.51352  -0.542
5 C 1.84628 -0.01852 -1.25938  0.166
6 O 0.24311 1.39614 -0.82015  -0.071
7 C 0.38215 -0.08283 0.96813  -0.049
8 H -2.17309 1.35480 -0.34855  0.110
9 H -1.84598 -0.54134 1.14249  0.136
10 H -1.13286 -0.37848 -1.74074  0.121
11 H -0.73891 -1.83047 -0.75054  0.120
12 H 2.78979 0.24090 -0.78265  0.081
13 H 1.88708 -0.32514 -2.30276  0.080
14 H 0.75489 0.81260 1.46649  0.125
15 H 0.62319 -0.98700 1.53390  0.122

Computed properties:
**HOMO level (alpha / beta)**: -9.29 / -8.65 eV
**M**: 100.117 g mol⁻¹
**Strongest force on any atom**: 4.2 eV Å⁻¹
**Calculated total energy**: -345.5904 Eh
**LUMO energy (alpha / beta)**: -0.20 / 0.30 eV

Here is an isolated molecule of C5H8O2 from OMol25. Energies are from ωB97M-V with the def2-TZVPD basis set.

Last column: Löwdin charge in e.
Positions of all 15 atoms, in Å:
1 C 1.07041 0.28132 1.44768  -0.021
2 C 0.66331 0.37623 -0.01236  -0.702
3 O 1.52889 1.18562 -0.77555  -0.004
4 C 0.37387 -0.85494 -0.66285  0.165
5 O -1.64004 -1.11085 -1.04139  -0.093
6 C -0.77684 0.94198 -0.11877  0.064
7 C -1.79854 0.23541 -0.54928  -0.206
8 H 2.10759 -0.05856 1.49789  0.088
9 H 0.42180 -0.41121 1.99859  0.090
10 H 0.98743 1.26871 1.90966  0.088
11 H 1.08806 2.04880 -0.81967  0.098
12 H 0.28218 -1.78540 -0.11917  0.111
13 H 0.46850 -0.93984 -1.73247  0.120
14 H -1.95351 -1.74831 -0.37449  0.113
15 H -2.82313 0.57104 -0.64781  0.090

Computed properties:
**HOMO level (alpha / beta)**: -8.10 / -8.10 eV
**M**: 100.117 g mol⁻¹
**Strongest force on any atom**: 0.9 eV Å⁻¹
**Calculated total energy**: -345.6070 Eh
**LUMO energy (alpha / beta)**: 0.01 / 0.01 eV

Here is an isolated molecule of C5H8O2 from OMol25. Energies are from ωB97M-V with the def2-TZVPD basis set.

Last column: Löwdin charge in e.
Positions of all 15 atoms, in Å:
1 C 1.55288 0.13339 -1.19978  0.002
2 C 1.07989 -0.36720 0.14226  -0.349
3 O 1.86607 -0.82013 0.95516  0.085
4 C -0.37484 -0.36938 0.53005  -0.468
5 O -0.65383 -1.35762 1.46617  0.028
6 C -1.50904 -0.00805 -0.37370  -0.057
7 C -1.10392 0.94767 0.71217  -0.046
8 H 2.64145 0.05419 -1.22683  0.087
9 H 1.13177 -0.48914 -1.99848  0.094
10 H 1.25953 1.16871 -1.40269  0.088
11 H 0.16480 -1.44398 1.98213  0.099
12 H -2.41258 -0.59502 -0.23386  0.115
13 H -1.30369 0.28036 -1.40124  0.104
14 H -0.62923 1.88526 0.43506  0.106
15 H -1.70925 0.98093 1.61359  0.113

Computed properties:
**HOMO level**: -9.66 eV
**M**: 100.117 g mol⁻¹
**Strongest force on any atom**: 0.4 eV Å⁻¹
**Calculated total energy**: -345.7638 Eh
**SMILES**: CC(=O)C1(O)CC1
**LUMO energy**: 0.92 eV

Here is an isolated molecule of C5H8O2 from OMol25. Energies are from ωB97M-V with the def2-TZVPD basis set.

Last column: Löwdin charge in e.
Positions of all 15 atoms, in Å:
1 C -1.48705 -0.55970 -0.25447  -0.005
2 C -0.35328 0.44705 -0.11136  -0.512
3 O -0.80461 1.76893 -0.24790  0.026
4 C 0.57895 0.23864 1.11000  -0.090
5 C 1.63392 -0.46744 0.22275  -0.067
6 C 0.84304 0.01483 -0.99645  -0.330
7 O 1.06256 0.07143 -2.17648  0.126
8 H -2.32729 -0.27396 0.38839  0.094
9 H -1.82336 -0.58275 -1.29782  0.096
10 H -1.17431 -1.57307 0.01757  0.096
11 H -1.67726 1.76198 -0.65760  0.097
12 H 0.93072 1.20573 1.47915  0.119
13 H 0.16142 -0.33879 1.93886  0.113
14 H 2.66450 -0.10713 0.28231  0.116
15 H 1.63809 -1.56009 0.30543  0.119

Computed properties:
**HOMO level**: -9.25 eV
**M**: 100.117 g mol⁻¹
**Strongest force on any atom**: 0.7 eV Å⁻¹
**Calculated total energy**: -345.7669 Eh
**SMILES**: C[C@@]1(O)CCC1=O
**LUMO energy**: 0.85 eV